Molecular formula: C2H3NOPS
Method: DFT, ωB97M-V/def2-TZVPD

The geometry in ORCA input format:
```
! RIJCOSX wB97M-V def2-TZVPD def2/J DEFGRID3
* xyz 1 1
C 0.29097 1.55363 -0.49649
C -0.02307 0.16919 -0.22541
N 1.48835 2.15141 1.58541
O 1.75632 3.28397 1.21250
P 1.75158 4.44148 0.25940
S 0.45844 2.81030 -1.31868
H -0.82701 -0.24282 -0.84530
H -0.24149 0.12282 0.92902
H 0.93290 -0.42037 -0.22867
*
```

The calculation puts the total energy at -947.037874 Eh. The relative energy (zero: lowest compared OMol25 entry of this formula, charge and spin) comes out at 105.5 kcal/mol. Its HOMO-LUMO gap (alpha / beta) is 8.8 / 8.1 eV.

In elementary charge units, the Mulliken charges are: 0.532, -0.626, 0.023, 0.017, 0.317, -0.226, 0.341, 0.305, 0.318

---

Molecular formula: C24H29FN6O4
Method: DFT, ωB97M-V/def2-TZVPD

The geometry in ORCA input format:
```
! RIJCOSX wB97M-V def2-TZVPD def2/J DEFGRID3
* xyz 0 1
C -7.15041 -0.49898 2.74260
C -6.32892 -0.44925 1.50619
C -6.61450 0.00823 0.24806
C -5.45577 -0.20087 -0.52555
C -4.53904 -0.77429 0.32043
C -3.19677 -1.18746 0.05824
N -2.61943 -1.08228 -1.15977
N -1.42054 -1.53199 -1.03198
N -1.27208 -1.90315 0.21746
C -0.02422 -2.36986 0.73919
C 0.81135 -1.11944 1.06540
O 0.37351 -0.32854 1.88704
N 1.98108 -0.92515 0.43146
C 2.44523 -1.67156 -0.72214
C 1.74719 -1.25089 -2.02692
C 1.48502 -2.46170 -2.92488
O 0.54820 -3.33982 -2.34613
C 2.70381 0.31549 0.74724
C 2.22580 1.38189 -0.26656
O 2.84368 1.72283 -1.25383
N 1.01135 1.84783 0.05961
C 0.25556 2.76767 -0.76730
C -0.54667 3.71930 0.12636
C -1.87238 2.99058 0.33209
C -2.17337 2.44248 -1.06113
C -0.80412 2.02750 -1.61558
C 4.18871 0.06217 0.85617
C 4.60345 -0.99960 1.65911
C 5.94443 -1.27410 1.83953
C 6.87536 -0.46516 1.21178
F 8.18819 -0.72377 1.38404
C 6.49405 0.59879 0.41814
C 5.14520 0.86052 0.24432
N -2.34559 -1.71107 0.93978
O -5.07212 -0.92336 1.55314
H -8.11703 -0.03943 2.56134
H -6.64628 0.02713 3.55187
H -7.29812 -1.53137 3.05757
H -7.53783 0.43925 -0.08054
H -5.30188 0.02991 -1.55912
H 0.42588 -3.03642 0.00577
H -0.23372 -2.88864 1.67708
H 2.29583 -2.73962 -0.55314
H 3.51936 -1.50097 -0.80537
H 2.34577 -0.51258 -2.55777
H 0.78201 -0.79525 -1.79528
H 1.13775 -2.12097 -3.90804
H 2.39984 -3.04344 -3.06286
H -0.29523 -2.86595 -2.28366
H 2.34900 0.62532 1.73968
H 0.52937 1.45941 0.86090
H 0.98623 3.28506 -1.39303
H -0.02460 3.93525 1.05741
H -0.71898 4.65771 -0.40121
H -2.65862 3.64616 0.70250
H -1.74794 2.17127 1.04289
H -2.87081 1.60640 -1.04234
H -2.60505 3.23133 -1.67825
H -0.66568 0.95088 -1.51978
H -0.70640 2.27458 -2.67059
H 3.86390 -1.61636 2.14857
H 6.27310 -2.09375 2.45836
H 7.24455 1.21181 -0.05461
H 4.84033 1.68032 -0.38398
*
```

The calculation puts the total energy at -1661.312513 Eh. The relative energy (zero: lowest compared OMol25 entry of this formula, charge and spin) comes out at 1.3 kcal/mol. As for the SMILES: Cc1ccc(-c2nnn(CC(=O)N(CCCO)[C@H](C(=O)NC3CCCC3)c3ccc(F)cc3)n2)o1. Its HOMO-LUMO gap is 9.0 eV.

In elementary charge units, the Mulliken charges are: -1.287, 0.474, -0.632, -0.397, 0.823, 0.077, -0.931, -0.090, 1.565, -1.009, 0.755, -0.740, 0.084, -1.387, 0.497, -1.088, -0.584, 0.847, -0.239, -0.685, -0.025, -0.368, -1.036, -0.557, -0.409, 0.474, -0.652, -0.371, -0.771, 0.418, -0.332, -0.888, -0.095, -1.250, -0.410, 0.334, 0.310, 0.301, 0.466, 0.604, 0.594, 0.299, 0.621, 0.445, 0.555, -0.288, 0.359, 0.406, 0.433, 0.752, 0.415, 0.495, 0.367, 0.383, 0.440, 0.218, 0.051, 0.311, -0.845, 0.390, 0.395, 0.433, 0.455, 0.518

---

Molecular formula: C35H63N11PS
Method: DFT, ωB97M-V/def2-TZVPD

The geometry in ORCA input format:
```
! RIJCOSX wB97M-V def2-TZVPD def2/J DEFGRID3
* xyz 1 1
N 0.79388 1.30747 -3.92251
C 2.16030 0.65673 -3.83649
N 3.12202 0.84221 -5.00213
C 4.37701 0.04639 -4.62471
C 4.04659 -0.62419 -3.15101
P 5.17869 -1.78346 -2.13993
S 4.12434 -3.43508 -1.83241
N 2.65572 -0.21777 -2.67145
H 0.23224 0.84286 -3.14786
H 0.36172 0.93114 -4.80571
H 2.96368 1.39843 -5.87704
H 5.34335 -0.06530 -5.29405
H 6.28080 -2.15751 -3.03445
H 5.62589 -1.25649 -0.87611
H 2.15474 -0.46831 -1.77389
C 4.21525 1.07368 1.71561
C 3.59502 2.05067 0.72174
C 4.44338 2.23696 -0.53774
C 5.80824 2.78952 -0.16042
N 6.94044 3.24789 0.15250
H 5.18173 1.43131 2.08444
H 3.56186 0.95010 2.58504
H 4.36357 0.08907 1.25736
H 3.44967 3.01761 1.21883
H 2.60342 1.68384 0.43460
H 3.95014 2.93438 -1.22308
H 4.57243 1.28247 -1.05942
C -2.81821 2.73196 -4.32005
C -3.58881 3.38957 -3.17956
C -2.79874 3.42410 -1.86986
C -2.47235 2.00630 -1.42955
N -2.20158 0.83024 -1.06423
H -2.59516 1.68224 -4.10472
H -3.40910 2.75565 -5.24114
H -1.87296 3.25431 -4.50735
H -4.53186 2.84937 -3.03109
H -3.84670 4.41417 -3.46936
H -3.38768 3.91650 -1.08880
H -1.86692 3.98563 -1.99727
C 3.30056 3.35766 7.12905
C 2.88957 1.89921 7.30502
C 3.30730 1.01705 6.12688
C 2.64728 1.51663 4.85199
N 2.09980 1.93097 3.79440
H 2.81620 3.81195 6.25897
H 3.00752 3.94344 8.00604
H 4.38601 3.44729 7.00581
H 1.80190 1.85102 7.43863
H 3.34437 1.51014 8.22267
H 3.00265 -0.01932 6.30710
H 4.39520 1.03399 6.00022
C -1.30022 -3.33910 -6.23151
C -1.56604 -2.48365 -7.46622
C -0.74114 -1.19530 -7.48626
C -1.08427 -0.34697 -6.27252
N -1.36887 0.35680 -5.26574
H -1.58034 -2.81789 -5.31070
H -1.88867 -4.26107 -6.27419
H -0.24100 -3.61298 -6.16456
H -2.63515 -2.24161 -7.50636
H -1.33489 -3.07086 -8.36180
H -0.95708 -0.62515 -8.39601
H 0.33004 -1.42401 -7.47515
C 3.54098 -2.34724 -6.26462
C 3.12999 -3.80570 -6.08866
C 3.54772 -4.68786 -7.26680
C 2.88770 -4.18827 -8.54168
N 2.34022 -3.77394 -9.59927
H 3.05662 -1.89295 -7.13471
H 3.24795 -1.76146 -5.38764
H 4.62643 -2.25761 -6.38786
H 2.04232 -3.85388 -5.95504
H 3.58479 -4.19477 -5.17100
H 3.24307 -5.72423 -7.08658
H 4.63562 -4.67092 -7.39345
C -0.55398 -3.12764 6.24496
C -0.97238 -2.43479 7.53796
C -0.25440 -1.10182 7.75796
C 1.24554 -1.33402 7.84053
N 2.48978 -1.52655 7.90905
H 0.50988 -3.38495 6.25021
H -1.11255 -4.06004 6.11558
H -0.75029 -2.48875 5.37621
H -0.77400 -3.10786 8.38107
H -2.05356 -2.25942 7.51331
H -0.59834 -0.63913 8.68908
H -0.46744 -0.40976 6.93605
C -4.75480 4.87814 3.30583
C -5.16579 3.41968 3.48180
C -4.74806 2.53752 2.30366
C -5.40808 3.03710 1.02877
N -5.95556 3.45144 -0.02882
H -5.23916 5.33243 2.43575
H -5.04783 5.46392 4.18281
H -3.66935 4.96777 3.18259
H -6.25346 3.37149 3.61541
H -4.71099 3.03061 4.39945
H -5.05271 1.50115 2.48388
H -3.66016 2.55446 2.17700
C -5.80237 -3.37100 2.95102
C -6.22078 -2.67815 4.24403
C -5.50280 -1.34518 4.46403
C -4.00286 -1.57738 4.54659
N -2.75862 -1.76991 4.61512
H -4.73852 -3.62831 2.95628
H -6.36095 -4.30340 2.82165
H -5.99869 -2.73211 2.08227
H -6.02239 -3.35122 5.08714
H -7.30196 -2.50278 4.21938
H -5.84673 -0.88249 5.39514
H -5.71584 -0.65312 3.64212
*
```

The calculation puts the total energy at -2712.610622 Eh. Its HOMO-LUMO gap is 7.9 eV.

Atom charges from the Mulliken analysis, given in e for atoms 1 to 99: -0.320, -0.017, 0.027, -0.577, 0.201, 0.093, -0.372, -0.022, 0.340, 0.230, 0.295, 0.380, 0.164, 0.164, 0.305, -0.826, -0.501, 0.540, 0.086, -0.484, 0.340, 0.032, 0.190, 0.289, 0.288, 0.344, -0.374, -1.016, -0.549, -0.214, 0.260, -0.595, 0.304, 0.400, 0.279, 0.270, 0.371, 0.187, 0.361, -1.323, -0.229, -0.184, 0.325, -0.658, 0.349, 0.367, 0.325, 0.189, 0.364, 0.157, 0.365, -0.640, -0.578, 0.187, 0.387, -0.783, 0.349, 0.343, -0.121, 0.343, 0.342, 0.334, -0.116, -0.790, -0.011, -0.519, 0.249, -0.504, 0.328, -0.002, 0.382, -0.172, 0.303, 0.355, 0.326, -1.192, -0.502, -0.262, 0.348, -0.641, 0.424, 0.326, 0.329, 0.335, 0.288, 0.372, 0.277, -1.212, -0.401, 0.287, 0.175, -0.550, 0.351, 0.347, 0.316, 0.314, 0.313, -0.207, 0.289

---

Molecular formula: C10H16O
Method: DFT, ωB97M-V/def2-TZVPD

The geometry in ORCA input format:
```
! RIJCOSX wB97M-V def2-TZVPD def2/J DEFGRID3
* xyz 0 1
C -2.36943 0.26112 1.07088
C -1.52583 0.45542 -0.23947
C -1.68377 -0.45500 -1.34978
C -0.94075 -0.03885 -2.43717
C -0.12080 1.17420 -2.44227
O 0.67986 1.57201 -3.53692
C -0.17014 2.02268 -1.45960
C -0.78166 1.61069 -0.19328
H -2.91352 -0.80488 0.79830
H -2.95130 1.13019 1.40157
H -1.66468 -0.10158 1.96094
H -2.53963 -1.14065 -1.41325
H -1.33957 -0.43857 -3.49690
H 0.87956 0.83082 -4.03437
H 0.07147 3.07710 -1.56555
H -0.82061 2.25366 0.66977
C 2.05279 -0.03429 0.69228
C 1.55466 -1.47204 1.10362
C 1.37632 -1.62070 2.54116
H 2.04669 0.66447 1.45866
H 1.19236 0.50420 0.16208
H 2.97184 0.10183 0.11571
H 0.86250 -1.97449 0.44629
H 2.33356 -2.25802 0.84002
H 1.44908 -2.83982 2.79840
H 1.99675 -1.16827 3.31294
H 0.35425 -1.31121 2.79597
*
```

The calculation puts the total energy at -465.742918 Eh. The relative energy (zero: lowest compared OMol25 entry of this formula, charge and spin) comes out at 97.2 kcal/mol. As for the SMILES: Cc1ccc(O)cc1.CCC. Its HOMO-LUMO gap is 9.5 eV.

In elementary charge units, the Mulliken charges are: -1.080, 1.285, -0.925, -0.344, 0.344, -0.533, -0.148, -0.994, 0.252, 0.345, 0.146, 0.330, 0.222, 0.303, 0.381, 0.407, -0.864, -0.239, -1.039, 0.432, -0.058, 0.364, 0.373, 0.309, 0.242, 0.329, 0.160

---

Repeat the first record exactly.
Molecular formula: C2H3NOPS
Method: DFT, ωB97M-V/def2-TZVPD

The geometry in ORCA input format:
```
! RIJCOSX wB97M-V def2-TZVPD def2/J DEFGRID3
* xyz 1 1
C 0.29097 1.55363 -0.49649
C -0.02307 0.16919 -0.22541
N 1.48835 2.15141 1.58541
O 1.75632 3.28397 1.21250
P 1.75158 4.44148 0.25940
S 0.45844 2.81030 -1.31868
H -0.82701 -0.24282 -0.84530
H -0.24149 0.12282 0.92902
H 0.93290 -0.42037 -0.22867
*
```

The calculation puts the total energy at -947.037874 Eh. The relative energy (zero: lowest compared OMol25 entry of this formula, charge and spin) comes out at 105.5 kcal/mol. Its HOMO-LUMO gap (alpha / beta) is 8.8 / 8.1 eV.

In elementary charge units, the Mulliken charges are: 0.532, -0.626, 0.023, 0.017, 0.317, -0.226, 0.341, 0.305, 0.318

---

What did the first record say?
Molecular formula: C2H3NOPS
Method: DFT, ωB97M-V/def2-TZVPD

The geometry in ORCA input format:
```
! RIJCOSX wB97M-V def2-TZVPD def2/J DEFGRID3
* xyz 1 1
C 0.29097 1.55363 -0.49649
C -0.02307 0.16919 -0.22541
N 1.48835 2.15141 1.58541
O 1.75632 3.28397 1.21250
P 1.75158 4.44148 0.25940
S 0.45844 2.81030 -1.31868
H -0.82701 -0.24282 -0.84530
H -0.24149 0.12282 0.92902
H 0.93290 -0.42037 -0.22867
*
```

The calculation puts the total energy at -947.037874 Eh. The relative energy (zero: lowest compared OMol25 entry of this formula, charge and spin) comes out at 105.5 kcal/mol. Its HOMO-LUMO gap (alpha / beta) is 8.8 / 8.1 eV.

In elementary charge units, the Mulliken charges are: 0.532, -0.626, 0.023, 0.017, 0.317, -0.226, 0.341, 0.305, 0.318